C26H26Br2N4O3PtS as an isolated structure. Source: the OMol25 dataset; level of theory: ωB97M-V/def2-TZVPD.

Last column: natural (NBO) charge in e.
Atoms and positions in Å:
C (-0.48223, 4.07853, -0.03068)  -0.661
H (2.61789, 5.18726, 3.23159)  0.234
C (-1.38334, -3.36879, 0.73484)  -0.023
C (-2.85462, -1.09020, 0.32781)  0.051
O (0.67367, 0.32684, -1.20183)  -0.963
C (1.99032, 4.42669, 2.78826)  -0.102
C (2.79549, 2.68289, 4.40132)  -0.106
C (2.82282, -4.62926, -0.63816)  -0.284
C (0.36466, 3.71986, 1.14599)  0.286
C (1.15351, 2.17885, 2.69983)  0.178
C (3.60234, -3.95447, -1.56098)  0.074
H (-3.59727, -0.23084, -2.44644)  0.202
H (-1.49487, 3.69867, 0.08445)  0.255
N (3.14153, -2.93522, -2.27829)  -0.444
H (-1.24160, -0.88431, -2.04993)  0.269
H (1.55941, 2.14499, -1.68951)  0.116
C (1.86744, -2.60323, -2.06400)  0.275
H (3.21917, -5.45432, -0.06199)  0.220
H (0.16973, -1.93961, 1.21014)  0.248
H (-2.51944, 1.33154, -4.83865)  0.202
H (1.15329, 5.70966, 1.31712)  0.224
H (4.63494, -4.24074, -1.73129)  0.196
N (-1.56482, -0.99046, 0.68212)  -0.433
S (-1.10445, 1.46852, -2.04425)  1.284
C (0.63944, -4.89670, 0.48550)  -0.203
H (-0.06507, 3.62867, -0.93458)  0.242
C (1.50987, -4.19773, -0.47899)  0.180
C (-2.57997, 2.24527, -2.87748)  -0.615
C (1.80409, 1.10667, -1.37886)  -0.232
C (2.73315, 1.39133, 4.83984)  -0.219
H (-3.36006, -0.15331, 0.14049)  0.234
C (-2.91597, -0.11351, -3.29371)  -0.418
H (-2.25599, 3.19562, -3.30301)  0.222
H (3.34740, 1.06495, 5.66724)  0.241
H (-0.76463, -0.24252, -3.61922)  0.236
H (-4.52317, -2.35968, -0.04267)  0.227
O (-1.78259, 1.46576, -0.62135)  -0.991
H (2.48442, 0.71349, -2.15519)  0.140
C (2.00218, 3.11606, 3.31423)  -0.133
Br (3.96391, 3.89563, 5.27201)  0.050
H (-3.11131, -0.92887, -3.99151)  0.222
C (-3.10663, 1.26331, -3.91840)  -0.410
C (-3.47402, -2.31269, 0.21248)  -0.248
Br (1.80763, -1.30354, 4.84476)  0.069
Pt (-0.69747, 0.82315, 1.01238)  0.982
C (-1.48112, -0.13733, -2.80064)  -0.585
H (-0.50165, 5.15861, -0.16139)  0.217
C (1.18287, 4.71268, 1.73387)  -0.261
C (-0.84814, -2.09174, 0.88982)  0.096
O (0.23903, 0.01576, 2.57956)  -0.682
N (1.03226, -3.19407, -1.21795)  -0.456
C (-0.57332, -4.58233, 0.95060)  -0.167
H (-1.05407, -5.33269, 1.57120)  0.212
C (1.87266, 0.47567, 4.22430)  -0.163
H (-3.31729, 2.43748, -2.09917)  0.233
C (-2.73252, -3.46647, 0.43230)  -0.161
N (0.35419, 2.48875, 1.62010)  -0.454
C (1.05956, 0.83609, 3.16361)  0.305
H (-3.19902, -4.44077, 0.34803)  0.221
H (1.47774, -1.74088, -2.59363)  0.204
H (-4.14565, 1.46903, -4.17908)  0.219
H (2.40079, 1.19494, -0.45512)  0.140
H (1.05493, -5.83692, 0.83216)  0.210

Summary:
HOMO, eV: -6.9
Lowest unoccupied orbital energy, hartree: -0.0079
Gap between HOMO and LUMO, eV: 6.70
Relative energy (zero: lowest compared OMol25 entry of this formula, charge and spin), kJ/mol: 0.0
Total energy, Eh: -7116.60264


C26H26BrN8O8P2S2W as an isolated structure. Source: the OMol25 dataset; level of theory: ωB97M-V/def2-TZVPD.

Last column: Löwdin spin population.
Atoms and positions in Å:
H (2.90911, 2.99751, -3.44036)  0.009
O (-2.39045, 1.40470, -2.79924)  0.000
O (0.01008, -0.20979, -2.11008)  0.093
H (-5.49556, 2.63407, -0.37131)  0.000
H (8.43247, 3.71728, 2.36767)  -0.003
S (0.74614, -2.92607, 0.55338)  0.002
C (1.40597, -0.01971, 1.54932)  -0.023
H (-2.89905, -5.40280, -2.76343)  0.000
C (8.56223, 2.40531, 0.67433)  0.106
N (-2.22134, -4.69393, -2.98845)  0.000
H (-2.72511, -5.21363, 1.15541)  0.000
N (-2.03830, -2.85216, 0.04784)  0.006
H (3.87077, 2.26586, 1.30409)  0.003
O (-5.10461, 0.93572, -2.42228)  0.000
O (-4.39478, -0.80167, 0.96559)  0.000
H (-3.96508, 3.09951, -1.13875)  0.000
P (-2.65475, 0.51266, -1.52089)  0.001
H (8.45623, 1.18976, -1.08917)  -0.003
C (-2.39267, -3.11071, 1.27778)  0.013
C (-1.78688, 0.28570, 3.55170)  0.002
C (1.49234, 1.47434, -2.92938)  -0.034
C (-3.13157, -4.34271, 1.66995)  0.002
C (-2.48954, -1.98028, 3.49747)  0.001
H (6.16800, 1.94122, -1.66596)  0.009
H (-1.73584, -4.76773, -3.86628)  0.000
S (-0.41599, -2.87652, -2.34957)  0.001
H (-4.19471, -4.25020, 1.42844)  0.001
N (4.71416, 3.67052, -0.18284)  0.588
H (-2.64299, -0.75291, 5.24025)  0.000
C (-1.76464, -3.82932, -2.07898)  0.001
N (3.18055, -2.22695, -0.73860)  0.000
O (-6.59114, 0.30481, 0.21904)  0.000
P (-5.18892, -0.32843, -0.17327)  0.000
H (6.13644, 4.47764, 1.79257)  0.005
W (-0.79837, -1.20875, -0.45655)  -0.033
H (-2.95037, -2.84510, 3.94970)  0.000
H (0.96523, -0.71225, 2.24971)  -0.001
C (-4.45416, 2.35069, -0.51334)  0.000
C (-2.33100, -0.81813, 4.20743)  0.007
O (-2.49561, -0.97813, -1.79277)  0.000
N (-2.43811, -3.76229, -0.91375)  0.001
C (-1.37712, 0.17214, 2.24850)  0.005
H (-4.73986, 1.59031, -3.03212)  0.000
H (-1.50823, 1.22006, -3.16380)  0.000
H (-3.38816, -4.09812, -0.84348)  0.000
N (-1.48005, -0.98255, 1.54487)  0.005
H (-3.94642, 2.33078, 0.45181)  0.000
H (-6.70131, 0.42388, 1.17094)  0.000
C (3.05206, 1.62890, 1.00876)  -0.014
O (-5.54188, -1.44725, -1.23241)  0.000
C (2.47151, 0.78223, 1.92881)  0.051
C (2.58274, 1.64689, -0.30788)  0.048
C (7.92557, 3.33047, 1.49497)  -0.017
H (-1.67444, 1.23657, 4.05282)  0.000
C (2.51132, 2.36273, -2.66078)  0.159
H (-3.05170, -4.52076, 2.73765)  0.000
Br (10.30452, 1.82857, 1.10657)  0.030
C (5.99873, 3.24604, 0.04127)  0.031
H (1.09405, 1.38040, -3.93218)  -0.006
H (-5.70480, -1.07827, -2.11620)  0.000
H (2.83805, 0.72709, 2.94332)  0.003
N (0.90329, -0.00764, 0.31811)  0.051
O (-1.67136, 0.80315, -0.39043)  0.004
C (1.51091, 0.78151, -0.61513)  0.025
C (0.99485, 0.65591, -1.92121)  0.147
N (4.11704, 3.33140, -1.28441)  0.528
C (2.19983, -2.51660, -0.20314)  0.000
C (-4.38735, 0.98465, -1.18522)  0.000
H (-0.96325, 1.01627, 1.72512)  0.000
C (6.65135, 3.75040, 1.17867)  0.092
C (3.10637, 2.47536, -1.38092)  0.009
C (-2.08570, -2.03078, 2.16279)  0.007
C (7.93868, 1.90167, -0.46151)  -0.013
C (6.66255, 2.31748, -0.78061)  0.099

Summary:
HOMO (alpha / beta), eV: -8.9 / -10.0
Net charge: +1
2S+1: 3
Lowest unoccupied orbital energy (alpha / beta), hartree: -0.1339 / -0.1349
Gap between HOMO and LUMO (alpha / beta), eV: 5.21 / 6.34
Relative energy (zero: lowest compared OMol25 entry of this formula, charge and spin), kJ/mol: 74.5
Total energy, Eh: -6166.61333


A 3-piece molecular cluster, C26H26F2N3O3P overall at a distorted geometry. Source: the OMol25 dataset; level of theory: ωB97M-V/def2-TZVPD.

Last column: natural (NBO) charge in e.
Atoms and positions in Å:
H (-3.95419, 3.71821, -6.84266)  0.220
H (0.05589, -2.20198, 2.01852)  0.206
H (2.07651, -2.89064, 0.70104)  0.213
H (2.06337, -1.35775, 4.15246)  0.217
C (5.11821, -0.63933, 1.33716)  0.216
C (-5.03474, -1.47190, 0.98283)  0.397
H (-6.75441, -2.51154, 0.26059)  0.228
H (7.57040, 0.62548, -1.18179)  0.204
H (0.93357, -0.42880, 3.19297)  0.227
C (4.72092, 0.15684, 0.23293)  0.040
H (9.09031, 0.04415, 1.17701)  0.376
H (-6.01337, 5.00288, -7.31596)  0.216
H (8.69286, -1.49012, 1.48758)  0.383
C (-6.12485, -1.63795, 0.15171)  -0.288
N (8.63270, -0.76920, 0.77018)  -0.812
C (-4.20378, -0.37405, 0.87137)  -0.297
H (0.47140, 2.11024, 2.25993)  0.519
C (-6.68053, 4.07118, -4.13068)  -0.286
C (3.32625, 0.48383, 0.11158)  -0.104
H (5.13480, -1.30049, 4.19821)  0.249
C (-6.39081, -0.67437, -0.81250)  -0.187
H (3.00598, 1.09323, -0.73472)  0.268
N (6.42117, -0.97772, 1.56204)  -0.430
C (-5.56207, 0.43393, -0.94086)  -0.234
H (-3.63462, 2.67367, -4.60930)  0.234
F (-5.34771, 2.78585, -2.67441)  -0.332
C (0.95722, -2.48834, 2.57653)  -0.394
H (3.69933, -2.30313, 4.08448)  0.242
C (2.78993, -0.75605, 2.16222)  0.162
H (-7.24668, -0.78897, -1.46475)  0.216
C (2.37468, 0.07985, 1.03148)  -0.512
C (6.80500, 0.28576, -0.47998)  -0.007
H (-5.76710, 1.17959, -1.69248)  0.238
C (7.24485, -0.49068, 0.65650)  0.344
H (-3.81815, 1.44256, -0.20097)  0.224
C (6.18430, -4.01553, 2.98369)  -0.244
F (-4.77464, -2.40110, 1.92338)  -0.326
H (-1.11797, -0.50329, 0.68919)  0.503
H (-7.43553, 4.15208, -3.35933)  0.229
H (-7.75442, 5.23110, -5.57731)  0.218
C (-4.71619, 3.82077, -6.08156)  -0.189
C (5.35757, -3.15641, 3.14696)  0.002
C (1.81555, -3.38145, 1.64851)  -0.617
O (-0.05422, 1.36376, 1.95232)  -0.991
H (1.20847, -4.25425, 1.36084)  0.217
C (1.70352, -1.21424, 3.12986)  -0.478
O (0.72975, 1.60652, -0.42782)  -1.106
C (-5.87394, 4.54024, -6.34747)  -0.228
H (-3.35941, -0.27176, 1.54319)  0.211
C (4.55288, -1.93461, 3.51099)  -0.501
P (0.67456, 0.62629, 0.68779)  2.305
O (-0.28914, -0.60559, 0.19512)  -0.949
C (-4.46705, 0.58196, -0.10001)  -0.188
H (2.71749, -3.68856, 2.19423)  0.207
N (5.56130, 0.63303, -0.73250)  -0.317
C (-4.53348, 3.23122, -4.83882)  -0.282
C (-6.85412, 4.66748, -5.37160)  -0.191
H (0.61478, -3.07351, 3.44471)  0.207
C (4.14040, -1.09562, 2.30063)  -0.082
C (-5.52087, 3.36348, -3.88283)  0.396
H (6.83804, -4.85628, 3.10958)  0.236

Summary:
HOMO, eV: -9.1
Lowest unoccupied orbital energy, hartree: -0.0143
Gap between HOMO and LUMO, eV: 8.70
Total energy, Eh: -1937.44645